Entry 1:
19
Properties=species:S:1:pos:R:3:nbo_charge:R:1 method="wB97M-V/def2-TZVPD" e_homo_ev="-8.636 / -8.077" spin_multiplicity=1 orbital_gap_ev="8.01 / 7.54"
C 0.533 -1.426 -1.141 -0.163
C -0.547 -2.201 -0.948 -0.219
C 0.761 -0.229 -0.333 -0.152
C -1.553 -1.856 0.026 0.125
C -1.356 -0.564 0.782 0.023
C -0.178 0.087 0.549 0.121
C 2.004 0.561 -0.604 -0.085
N -2.726 -2.387 0.313 -0.612
N -2.408 -0.290 1.521 -0.604
N 1.300 2.085 0.917 0.069
N 0.504 3.208 1.025 -0.622
O 1.781 1.921 -0.364 -0.386
S -3.538 -1.438 1.332 0.927
H 1.182 -1.605 -1.909 0.206
H -0.828 -2.974 -1.608 0.224
H 2.862 0.175 0.193 0.195
H 2.412 0.478 -1.650 0.218
H -0.295 2.980 1.708 0.383
H 0.090 3.473 0.193 0.352

---

Entry 2:
21
Properties=species:S:1:pos:R:3:nbo_charge:R:1 method="wB97M-V/def2-TZVPD" e_homo_ev=-9.293 smiles="N#CCSc1nnc2[nH]c(=O)cc(N)n12" spin_multiplicity=1 orbital_gap_ev=9.38
N 0.071 -1.268 -4.009 -0.291
C 0.246 -1.936 -3.102 0.254
C 0.437 -2.878 -2.002 -0.630
S 1.250 -2.065 -0.596 0.272
C -0.109 -1.249 0.194 0.139
N -1.216 -1.862 0.531 -0.251
N -2.023 -0.937 1.126 -0.311
C -1.382 0.193 1.179 0.512
N -1.753 1.405 1.736 -0.583
C -0.952 2.473 1.644 0.620
O -1.415 3.558 1.977 -0.618
C 0.380 2.312 1.141 -0.420
C 0.786 1.130 0.661 0.433
N 2.086 1.076 0.175 -0.814
N -0.151 0.076 0.589 -0.399
H -0.553 -3.256 -1.678 0.294
H 1.089 -3.689 -2.331 0.274
H -2.729 1.573 1.982 0.446
H 1.026 3.162 1.181 0.241
H 2.575 1.962 -0.037 0.420
H 2.337 0.220 -0.360 0.410

---

Entry 3:
18
Properties=species:S:1:pos:R:3:nbo_charge:R:1 method="wB97M-V/def2-TZVPD" e_homo_ev=-2.584 spin_multiplicity=1 orbital_gap_ev=5.60 total_charge=-1
C 0.812 -2.087 -0.147 -0.525
C 2.646 -0.653 0.546 -0.148
C 0.498 -0.787 0.257 0.102
C -0.823 -0.472 0.541 -0.429
C -1.737 0.002 -0.293 0.213
C 2.113 1.898 0.137 1.030
C -3.167 0.291 0.190 -0.660
N 1.548 0.014 0.593 -0.470
O 2.951 2.201 0.883 -0.602
O 1.510 2.106 -0.852 -0.607
O -1.596 0.588 -1.611 -0.780
S 2.583 -2.243 0.016 0.340
H 0.174 -2.933 -0.258 0.230
H 3.504 -0.327 1.088 0.214
H -2.920 1.328 0.670 0.216
H -3.728 0.547 -0.761 0.189
H -3.591 -0.524 0.643 0.207
H -0.775 1.051 -1.640 0.478

---

For the records above, the corresponding energy above the lowest of the compared OMol25 structures with the same formula, charge and spin values read 111.4, 0.0, 43.5 kcal/mol.
For the records above, the corresponding calculated total energy values read -26192.9687, -29178.9140, -25822.2747 eV.